Computed, not measured: C45H31BrCoN5O3PS2 as an isolated structure, with the ωB97M-V functional and the def2-TZVPD basis.

Element x y z (Å)
Co -0.78 0.82 0.66
O 4.47 -1.03 1.33
C 4.33 -1.54 0.10
C 5.47 -2.02 -0.54
C 5.39 -2.58 -1.80
C 4.16 -2.68 -2.45
C 3.03 -2.18 -1.82
C 3.08 -1.61 -0.55
C 1.80 -1.04 0.02
O 0.80 -0.99 -0.72
N 1.90 -0.69 1.30
N 0.74 -0.14 1.82
C 0.81 0.07 3.08
C -0.27 0.49 3.96
C 0.03 0.66 5.31
C -0.93 0.97 6.26
C -2.25 1.10 5.83
C -2.59 0.95 4.50
C -1.62 0.65 3.51
O -1.97 0.51 2.28
H 3.53 -0.76 1.62
H 6.42 -1.93 -0.03
H 6.29 -2.95 -2.28
H 4.09 -3.13 -3.43
H 2.05 -2.21 -2.30
H 1.77 -0.14 3.57
H 1.07 0.55 5.61
H -0.66 1.10 7.30
H -3.03 1.33 6.55
H -3.61 1.06 4.16
S -0.18 2.92 1.56
C 0.00 3.91 0.17
C 0.71 5.12 0.23
C 0.89 5.92 -0.89
C 1.61 7.17 -0.77
N 2.18 8.16 -0.67
C 0.36 5.52 -2.13
C -0.35 4.33 -2.20
C -0.56 3.53 -1.08
S -1.48 2.05 -1.19
C 0.55 6.30 -3.32
N 0.70 6.91 -4.29
H 1.13 5.43 1.17
H -0.76 4.01 -3.15
C -6.37 -1.35 -0.77
C -5.69 -2.52 -0.42
C -4.33 -2.49 -0.18
C -3.62 -1.29 -0.28
C -4.30 -0.13 -0.62
C -5.67 -0.16 -0.86
P -1.78 -1.18 -0.17
C -1.41 -1.96 -1.79
C -1.37 -1.10 -2.89
C -1.13 -1.60 -4.16
C -0.94 -2.96 -4.36
C -0.99 -3.82 -3.27
C -1.23 -3.33 -1.99
C -1.39 -2.43 1.12
C -2.17 -2.44 2.27
C -1.83 -3.25 3.35
C -0.70 -4.05 3.29
C 0.09 -4.04 2.15
C -0.25 -3.23 1.07
H -7.43 -1.38 -0.97
H -6.23 -3.45 -0.34
H -3.81 -3.40 0.09
H -3.76 0.81 -0.68
H -6.19 0.76 -1.12
H -1.49 -0.03 -2.73
H -1.08 -0.91 -5.00
H -0.75 -3.35 -5.35
H -0.85 -4.88 -3.41
H -1.28 -4.01 -1.16
H -3.03 -1.78 2.35
H -2.44 -3.23 4.25
H -0.42 -4.67 4.13
H 0.99 -4.64 2.10
H 0.40 -3.18 0.21
Br 3.46 2.68 1.39
C 3.15 2.49 -0.48
C 4.01 3.13 -1.35
C 3.79 2.95 -2.70
C 2.74 2.14 -3.11
C 1.94 1.55 -2.14
N 2.14 1.74 -0.83
H 4.82 3.74 -0.98
H 4.42 3.44 -3.43
H 2.53 1.96 -4.16
H 1.11 0.90 -2.40

* charge: -2
* F_max: 0.66 eV/A
* expectation value of S²: 1.1400
* energy above the lowest of the compared OMol25 structures with the same formula, charge and spin: 0.000 eV
* lowest unoccupied orbital energy (spin up / spin down): 0.1533 / 0.1534 hartree
* highest occupied orbital energy (spin up / spin down): -1.97 / -1.96 eV
* frontier orbital gap (spin up / spin down): 6.1 / 6.1 eV
* spin multiplicity: 2
* energy: -199394.425 eV